[1]
The molecule CH2N2O, computed with ωB97M-V/def2-TZVPD.

Its maximum force is 3.8 eV/A. As for the charge: 0. The calculation puts the energy at -223.88668 Ha. The structure (SMILES) is [O-][N+]1=NC1. Its gap between HOMO and LUMO is 10.56 eV. Its energy above the lowest of the compared OMol25 structures with the same formula, charge and spin is 4.745 eV.

Atoms and positions in Å:
C1 -0.614 -0.061 -0.013
N1 0.314 1.126 0.081
N2 0.743 -0.099 0.043
O1 1.772 -0.784 0.015
H1 -1.157 -0.107 0.948
H2 -1.057 -0.075 -1.074

---

[2]
The molecule C3H2N2S3, computed with ωB97M-V/def2-TZVPD.

Its maximum force is 3.4 eV/A. As for the charge: 0. The calculation puts the energy at -1419.50707 Ha. The structure (SMILES) is N#C/C(=N\S)SC=S. Its gap between HOMO and LUMO is 8.06 eV. Its energy above the lowest of the compared OMol25 structures with the same formula, charge and spin is 0.730 eV.

Atoms and positions in Å:
C1 -0.202 -0.620 -0.203
C2 0.140 1.148 1.863
C3 -0.791 -1.916 -0.469
H1 1.378 0.900 -2.859
H2 0.364 1.754 0.995
N1 0.290 0.214 -0.953
N2 -1.403 -2.909 -0.597
S1 0.464 0.002 -2.604
S2 -0.709 -0.341 1.525
S3 0.468 1.768 3.303

---

[3]
C30H102FNO22Pd as an isolated structure, computed with ωB97M-V/def2-TZVPD.

Its maximum force is 2.5 eV/A. As for the charge: 0. The calculation puts the energy at -3141.51638 Ha. Its gap between HOMO and LUMO (alpha / beta) is 7.79 / 6.56 eV. Its multiplicity is 3.

Atoms and positions in Å:
Pd1 21.307 -6.026 20.234
C1 20.173 -8.412 16.653
C2 19.578 -7.079 16.195
C3 18.122 -7.410 15.822
C4 17.231 -6.183 15.667
C5 17.274 -5.349 16.942
C6 18.721 -4.928 17.347
N1 19.556 -6.155 17.377
O1 20.771 -5.960 17.909
C7 18.592 -4.280 18.730
C8 19.144 -3.845 16.357
C9 20.328 -6.632 14.914
H1 19.965 -9.162 15.886
H2 19.741 -8.771 17.588
H3 21.257 -8.358 16.776
H4 17.719 -8.242 16.401
H5 18.043 -7.800 14.798
H6 16.181 -6.463 15.562
H7 17.423 -5.557 14.793
H8 16.774 -5.929 17.723
H9 16.615 -4.496 16.762
H10 18.359 -5.034 19.481
H11 17.814 -3.517 18.717
H12 19.524 -3.794 19.019
H13 18.511 -2.969 16.481
H14 19.125 -4.105 15.295
H15 20.202 -3.625 16.532
H16 19.656 -6.016 14.315
H17 20.614 -7.480 14.291
H18 21.231 -6.071 15.155
F1 19.609 -5.583 21.556
C10 21.835 -4.159 13.196
O2 21.420 -3.206 12.216
H19 22.917 -4.206 13.347
H20 21.480 -3.768 14.149
H21 21.466 -5.134 12.879
H22 21.879 -3.398 11.394
C11 18.254 -7.298 11.486
O3 16.982 -6.817 10.996
H23 18.370 -6.908 12.498
H24 18.371 -8.380 11.455
H25 19.068 -6.791 10.961
H26 16.723 -7.453 10.323
C12 24.932 -8.831 16.911
O4 23.748 -8.720 17.714
H27 24.773 -9.371 15.977
H28 25.330 -7.873 16.579
H29 25.718 -9.348 17.463
H30 23.305 -9.562 17.615
C13 14.249 -4.720 18.768
O5 13.452 -4.519 19.934
H31 14.703 -5.715 18.724
H32 13.724 -4.591 17.822
H33 15.140 -4.089 18.798
H34 12.550 -4.494 19.605
C14 19.632 -0.794 14.363
O6 20.129 -0.954 13.057
H35 18.696 -1.332 14.543
H36 20.323 -1.135 15.141
H37 19.470 0.274 14.502
H38 20.570 -1.803 12.897
C15 20.609 -8.822 21.396
O7 20.972 -8.260 20.141
H39 21.497 -9.095 21.976
H40 20.106 -8.126 22.067
H41 20.028 -9.739 21.290
H42 21.045 -8.960 19.475
C16 14.575 -4.968 13.910
O8 13.799 -5.146 15.091
H43 14.018 -4.352 13.208
H44 15.517 -4.509 14.211
H45 14.851 -5.868 13.355
H46 13.840 -6.019 15.505
C17 16.726 -4.114 21.733
O9 17.921 -3.324 21.873
H47 16.529 -4.295 20.674
H48 16.797 -5.050 22.281
H49 15.848 -3.558 22.061
H50 18.641 -3.966 21.738
C18 18.702 -0.738 20.025
O10 19.406 0.312 19.376
H51 17.855 -1.138 19.468
H52 19.364 -1.590 20.193
H53 18.312 -0.392 20.984
H54 20.267 0.366 19.794
C19 15.644 -1.705 16.310
O11 15.878 -0.315 16.111
H55 16.387 -2.337 15.823
H56 15.517 -1.895 17.379
H57 14.664 -1.930 15.890
H58 16.699 -0.047 16.533
C20 17.358 -8.051 20.063
O12 17.359 -7.153 21.146
H59 16.428 -7.976 19.490
H60 18.217 -7.833 19.421
H61 17.453 -9.059 20.485
H62 18.161 -6.611 21.049
C21 17.386 -3.238 12.496
O13 16.513 -4.040 11.710
H63 17.723 -2.394 11.897
H64 17.000 -2.985 13.485
H65 18.306 -3.795 12.715
H66 16.848 -4.929 11.555
C22 20.173 -10.439 11.143
O14 20.439 -9.761 12.335
H67 21.054 -10.476 10.502
H68 19.693 -11.392 11.367
H69 19.364 -9.867 10.666
H70 20.901 -8.943 12.129
C23 20.531 -11.757 18.982
O15 21.349 -10.617 18.752
H71 20.712 -12.582 18.292
H72 20.602 -12.189 19.980
H73 19.501 -11.429 18.832
H74 21.800 -10.707 17.911
C24 14.647 -8.348 16.898
O16 13.483 -7.623 16.439
H75 15.334 -8.610 16.095
H76 15.125 -7.850 17.741
H77 14.173 -9.233 17.328
H78 12.739 -8.163 16.702
C25 20.103 -12.212 14.977
O17 21.118 -11.392 14.415
H79 20.584 -12.980 15.586
H80 19.425 -11.624 15.600
H81 19.576 -12.791 14.215
H82 20.788 -11.031 13.576
C26 22.067 -3.050 19.310
O18 21.723 -3.854 20.428
H83 23.115 -3.200 19.050
H84 21.490 -3.357 18.436
H85 21.743 -2.015 19.434
H86 21.822 -3.333 21.228
C27 16.994 -10.164 13.249
O19 16.276 -11.389 13.429
H87 17.567 -9.931 14.146
H88 17.487 -10.171 12.280
H89 16.230 -9.391 13.101
H90 15.984 -11.409 14.343
C28 24.011 -5.198 15.962
O20 22.939 -4.371 16.386
H91 23.826 -5.544 14.940
H92 24.908 -4.581 15.999
H93 24.141 -6.074 16.599
H94 22.214 -4.924 16.706
C29 23.471 -8.455 13.684
O21 23.565 -7.444 12.690
H95 22.856 -9.271 13.302
H96 24.478 -8.864 13.788
H97 23.033 -8.186 14.647
H98 24.060 -6.687 13.012
C30 24.620 -5.909 19.499
O22 23.307 -6.404 19.202
H99 24.560 -5.220 20.337
H100 25.287 -6.747 19.709
H101 25.054 -5.400 18.636
H102 23.370 -7.154 18.592

---

[4]
The molecule C2H8N4O, computed with ωB97M-V/def2-TZVPD.

Its maximum force is 3.8 eV/A. As for the charge: 0. The calculation puts the energy at -375.26285 Ha. The structure (SMILES) is NC(N)=N[C@H](N)O. Its gap between HOMO and LUMO is 9.51 eV. Its energy above the lowest of the compared OMol25 structures with the same formula, charge and spin is 1.191 eV.

Atoms and positions in Å:
C1 -1.224 -0.086 -0.563
C2 0.850 0.072 0.657
N1 -1.621 -1.178 -1.398
N2 0.517 1.242 1.278
N3 2.010 -0.522 1.089
O1 -1.212 1.145 -1.267
N4 0.143 -0.519 -0.237
H1 -0.882 0.941 -2.153
H2 -1.866 0.064 0.316
H3 -0.536 -1.520 -1.527
H4 -2.195 -1.841 -0.894
H5 2.280 -1.337 0.561
H6 -0.174 1.812 0.812
H7 1.146 1.650 1.947
H8 2.764 0.078 1.379

---

[5]
A 2-piece molecular cluster, C3H11N2 overall, computed with ωB97M-V/def2-TZVPD.

Its maximum force is 2.3 eV/A. As for the charge: +1. The calculation puts the energy at -230.15715 Ha. Its gap between HOMO and LUMO is 11.13 eV. Its energy above the lowest of the compared OMol25 structures with the same formula, charge and spin is 0.687 eV.

Atoms and positions in Å:
C1 -0.448 -0.590 -1.705
C2 -0.554 -2.083 -1.240
H1 0.541 -0.536 -2.136
H2 -1.277 -0.472 -2.402
H3 -0.723 0.117 -0.929
H4 0.154 -2.338 -0.440
H5 -0.209 -2.747 -2.032
H6 -1.572 -2.326 -0.953
N1 0.481 0.225 1.291
C3 0.588 1.498 1.017
N2 0.344 2.422 1.926
H7 0.629 -0.078 2.237
H8 0.378 -0.506 0.603
H9 0.670 1.930 0.024
H10 0.717 3.357 1.848
H11 0.283 2.127 2.893

---

[6]
A 3-piece molecular cluster, C32H56BrN9O6PS overall, computed with ωB97M-V/def2-TZVPD.

Its maximum force is 2.5 eV/A. As for the charge: +1. The calculation puts the energy at -5510.46353 Ha. Its gap between HOMO and LUMO is 7.69 eV.

Atoms and positions in Å:
C1 -4.511 4.619 1.272
C2 -3.878 5.218 -0.009
C3 -4.405 4.591 -1.308
C4 -4.339 3.042 -1.336
C5 -3.536 2.564 -2.552
C6 -2.015 2.856 -2.386
C7 -1.100 1.700 -2.832
C8 -0.495 0.778 -1.763
Br1 -1.836 0.705 -0.267
N1 -0.505 -0.626 -2.237
C9 0.079 -0.916 -3.565
C10 -0.843 -1.818 -4.403
O1 0.001 -2.481 -5.332
C11 -1.936 -1.048 -5.126
N2 -2.776 -2.059 -5.830
C12 -0.065 -1.466 -1.217
N3 -0.814 -2.408 -0.751
C13 -0.204 -3.275 0.341
N4 -1.002 -4.463 0.560
C14 -1.511 -4.458 1.956
P1 -2.452 -2.798 -1.233
O2 -3.111 -1.868 -2.130
O3 -2.349 -4.226 -1.935
O4 -3.328 -3.003 0.063
N5 1.212 -1.264 -0.711
C15 1.406 0.103 -0.193
N6 0.909 0.294 1.167
C16 1.276 -0.583 2.017
C17 2.558 -1.366 2.054
C18 0.338 -0.831 3.173
C19 0.901 1.224 -1.189
C20 0.857 2.511 -0.344
C21 0.820 3.824 -1.066
N7 0.878 3.986 -2.315
C22 1.996 1.282 -2.292
S1 3.539 2.109 -1.892
O5 4.438 1.150 -1.301
O6 4.055 2.686 -3.094
H1 -5.230 3.829 1.053
H2 -3.727 4.165 1.876
H3 -5.043 5.393 1.817
H4 -2.789 5.172 0.031
H5 -4.141 6.277 -0.040
H6 -3.758 4.954 -2.110
H7 -5.412 4.948 -1.520
H8 -3.884 2.678 -0.417
H9 -5.342 2.616 -1.396
H10 -3.914 3.001 -3.471
H11 -3.638 1.475 -2.577
H12 -1.816 3.666 -3.092
H13 -1.789 3.282 -1.412
H14 -1.710 1.062 -3.471
H15 -0.342 2.112 -3.494
H16 0.972 -1.541 -3.417
H17 0.423 -0.050 -4.125
H18 -1.283 -2.610 -3.807
H19 0.412 -1.832 -5.921
H20 -2.602 -0.513 -4.448
H21 -1.526 -0.409 -5.909
H22 -3.414 -1.589 -6.465
H23 -3.387 -2.433 -5.106
H24 -0.083 -2.663 1.230
H25 0.772 -3.579 -0.020
H26 -0.357 -5.242 0.503
H27 -1.943 -3.491 2.203
H28 -0.702 -4.649 2.667
H29 -2.288 -5.206 2.097
H30 -2.670 -4.098 -2.845
H31 -3.581 -3.943 0.082
H32 1.879 -1.498 -1.444
H33 2.496 0.229 -0.144
H34 2.333 -2.346 2.487
H35 2.984 -1.585 1.081
H36 3.303 -0.928 2.716
H37 0.385 -1.869 3.498
H38 -0.665 -0.478 2.955
H39 0.707 -0.221 4.008
H40 1.770 2.529 0.259
H41 0.062 2.515 0.398
H42 0.761 4.710 -0.425
H43 0.835 4.984 -2.512
H44 1.654 1.702 -3.231
H45 2.277 0.251 -2.509
H46 3.350 3.107 -0.991
N8 2.550 -4.835 3.606
C23 2.572 -4.686 4.932
C24 3.327 -5.475 5.783
C25 4.104 -6.480 5.231
C26 4.095 -6.652 3.856
C27 3.307 -5.807 3.094
H47 1.947 -3.890 5.323
H48 3.307 -5.307 6.851
H49 4.708 -7.119 5.862
H50 4.687 -7.425 3.386
H51 3.273 -5.905 2.014
N9 1.476 3.406 3.644
C28 2.008 4.204 4.569
C29 3.362 4.240 4.870
C30 4.213 3.398 4.174
C31 3.679 2.558 3.209
C32 2.312 2.603 2.984
H52 1.305 4.844 5.091
H53 3.737 4.912 5.629
H54 5.276 3.397 4.380
H55 4.310 1.885 2.642
H56 1.847 1.966 2.236

---

[7]
A 2-piece molecular cluster, C5H15NO3 overall, computed with ωB97M-V/def2-TZVPD.

Its maximum force is 2.2 eV/A. As for the charge: 0. The calculation puts the energy at -479.88302 Ha. The structure (SMILES) is C[C@@H](O)ON.CCOC. Its gap between HOMO and LUMO is 10.31 eV. Its energy above the lowest of the compared OMol25 structures with the same formula, charge and spin is 3.498 eV.

Atoms and positions in Å:
C1 1.821 0.160 0.419
C2 3.252 -0.341 0.293
N1 0.499 2.027 -0.244
O1 1.785 1.426 -0.198
O2 1.382 0.221 1.753
H1 1.998 0.774 2.250
H2 1.113 -0.522 -0.071
H3 -0.127 1.402 -0.758
H4 0.156 2.069 0.717
H5 3.513 -0.445 -0.756
H6 3.929 0.377 0.751
H7 3.350 -1.301 0.794
C3 -1.902 -0.669 0.330
C4 -1.057 -1.062 -1.973
C5 -2.847 0.387 0.813
O3 -1.454 -0.108 -1.021
H8 -2.411 -1.616 0.124
H9 -1.018 -0.807 0.962
H10 -0.187 -1.640 -1.634
H11 -0.783 -0.526 -2.886
H12 -1.871 -1.768 -2.187
H13 -3.715 -0.036 1.312
H14 -2.358 1.151 1.412
H15 -3.068 0.850 -0.200

---

[8]
The molecule C3H5ClO, computed with ωB97M-V/def2-TZVPD.

Its maximum force is 5.5 eV/A. As for the charge: 0. The calculation puts the energy at -652.67892 Ha. The structure (SMILES) is CC(=O)CCl. Its gap between HOMO and LUMO is 10.78 eV. Its energy above the lowest of the compared OMol25 structures with the same formula, charge and spin is 1.480 eV.

Atoms and positions in Å:
C1 -0.473 1.146 -0.072
C2 -0.769 -0.259 0.111
C3 0.537 -1.038 -0.019
H1 -1.320 1.767 -0.378
H2 0.678 1.400 -0.473
H3 -0.289 1.501 1.110
H4 0.718 -1.600 -1.034
H5 0.651 -1.960 0.682
O1 -1.833 -0.808 0.028
Cl1 2.098 -0.150 0.045

---

[9]
CH4N3 as an isolated structure, computed with ωB97M-V/def2-TZVPD.

Its maximum force is 10.7 eV/A. As for the charge: +1. The calculation puts the energy at -204.15889 Ha. Its gap between HOMO and LUMO (alpha / beta) is 6.77 / 9.10 eV. Its multiplicity is 3. Its energy above the lowest of the compared OMol25 structures with the same formula, charge and spin is 5.239 eV.

Atoms and positions in Å:
C1 1.903 -0.557 -0.139
N1 1.891 0.680 -0.004
N2 0.793 0.093 -0.833
N3 -0.521 0.432 -0.136
H1 2.318 -1.573 0.197
H2 -0.264 1.446 0.661
H3 -0.859 -0.453 0.317
H4 -1.110 0.659 -1.006

---

[10]
A 2-piece molecular cluster, C5H16N2O overall, computed with ωB97M-V/def2-TZVPD.

Its maximum force is 2.4 eV/A. As for the charge: 0. The calculation puts the energy at -384.81711 Ha. The structure (SMILES) is CC(C)NCCN.O. Its gap between HOMO and LUMO is 9.90 eV. Its energy above the lowest of the compared OMol25 structures with the same formula, charge and spin is 1.115 eV.

Atoms and positions in Å:
N1 -2.768 0.978 0.148
C1 -1.913 -0.204 0.224
C2 -0.764 -0.093 1.243
N2 0.560 0.149 0.616
C3 1.344 -2.252 0.629
C4 0.997 -1.025 -0.176
C5 2.184 -0.548 -1.021
H1 -3.217 1.173 1.028
H2 -2.216 1.761 -0.178
H3 -2.502 -1.063 0.553
H4 -1.433 -0.526 -0.688
H5 -0.753 -0.937 1.945
H6 -0.914 0.739 1.930
H7 1.297 0.243 1.306
H8 2.121 -2.931 0.299
H9 1.546 -2.109 1.708
H10 0.462 -2.898 0.626
H11 0.291 -1.282 -0.987
H12 1.836 0.072 -1.868
H13 2.916 0.136 -0.544
H14 2.760 -1.273 -1.602
H15 0.763 2.934 -0.827
H16 0.089 1.702 -1.288
O1 0.171 2.636 -1.526

---

[11]
The molecule C9H20O3Si, computed with ωB97M-V/def2-TZVPD.

Its maximum force is 1.9 eV/A. As for the charge: 0. The calculation puts the energy at -870.21580 Ha. The structure (SMILES) is C=CC[Si](OCC)(OCC)OCC. Its gap between HOMO and LUMO is 10.57 eV. Its energy above the lowest of the compared OMol25 structures with the same formula, charge and spin is 0.000 eV.

Atoms and positions in Å:
O1 0.801 0.779 -0.816
O2 -1.273 0.256 1.006
O3 0.436 -1.599 0.271
C1 1.778 2.548 3.249
C2 1.208 1.880 2.263
C3 -0.090 1.979 -2.685
C4 -2.845 -1.639 0.631
C5 0.955 -3.345 -1.344
C6 0.107 1.908 -1.192
C7 -2.258 -0.293 0.140
C8 0.731 -1.876 -1.080
C9 1.520 0.475 1.948
Si1 0.335 0.009 0.583
H1 2.512 2.039 3.835
H2 1.448 3.530 3.515
H3 0.486 2.400 1.631
H4 -0.849 1.270 -3.034
H5 0.898 1.748 -3.117
H6 -0.364 2.944 -3.021
H7 -3.447 -1.476 1.526
H8 -2.080 -2.366 0.851
H9 -3.443 -2.118 -0.131
H10 0.032 -3.884 -1.128
H11 1.682 -3.787 -0.654
H12 1.293 -3.503 -2.376
H13 -0.888 1.879 -0.731
H14 0.672 2.758 -0.803
H15 -1.857 -0.404 -0.857
H16 -3.087 0.448 0.102
H17 1.653 -1.308 -1.270
H18 -0.057 -1.438 -1.705
H19 2.553 0.375 1.563
H20 1.440 -0.188 2.827